1.
Below is an isolated molecule of C7H11N4O3P in a non-equilibrium geometry, with properties calculated with ωB97M-V/def2-TZVPD.

For the HOMO energy, the calculation gives -9.22 eV. As for the SMILES: NP(N)(=O)N(Cc1ccccc1)[N+](=O)[O-]. The value obtained for the energy above the lowest of the compared OMol25 structures with the same formula, charge and spin is 0.0 kcal per mole. The calculation puts the HOMO-LUMO gap at 9.6 eV.

Geometry (Å):
N (-1.991, -2.081, -0.143)
P (-2.507, -0.586, 0.386)
N (-3.953, -0.328, -0.371)
O (-2.418, -0.382, 1.820)
N (-1.152, 0.441, -0.520)
C (0.041, -0.036, -1.147)
C (1.288, 0.093, -0.305)
C (2.523, -0.023, -0.930)
C (3.692, 0.093, -0.204)
C (3.636, 0.333, 1.160)
C (2.409, 0.429, 1.790)
C (1.236, 0.302, 1.064)
N (-1.413, 1.715, -0.386)
O (-0.635, 2.541, -0.796)
O (-2.501, 1.949, 0.126)
H (-2.616, -2.562, -0.770)
H (-1.742, -2.661, 0.645)
H (-3.955, -0.388, -1.379)
H (-4.386, 0.526, -0.040)
H (0.181, 0.516, -2.085)
H (-0.136, -1.091, -1.379)
H (2.564, -0.207, -1.995)
H (4.647, -0.001, -0.700)
H (4.549, 0.440, 1.730)
H (2.357, 0.607, 2.854)
H (0.283, 0.361, 1.575)

***

2.
Below is the ion C7H11N4S2 with charge +1 in a non-equilibrium geometry, with properties calculated with ωB97M-V/def2-TZVPD.

For the HOMO energy, the calculation gives -11.50 eV. As for the SMILES: CC(C)/[NH+]=C1\NSc2scnc2N1. The value obtained for the energy above the lowest of the compared OMol25 structures with the same formula, charge and spin is 0.0 kcal per mole. The charge is +1. The calculation puts the HOMO-LUMO gap at 8.2 eV.

Geometry (Å):
C (-2.715, 0.720, 1.654)
C (-1.679, -0.389, 1.237)
C (-1.264, -1.296, 2.319)
N (-0.531, 0.441, 0.779)
C (0.374, 0.011, -0.089)
N (0.438, -1.222, -0.579)
S (1.442, -2.083, -1.613)
C (2.074, -0.682, -2.387)
S (3.024, -0.475, -3.761)
C (3.145, 1.219, -3.407)
N (2.571, 1.611, -2.296)
C (1.977, 0.612, -1.659)
N (1.314, 0.844, -0.415)
H (-2.327, 1.436, 2.462)
H (-2.730, 1.409, 0.761)
H (-3.705, 0.331, 1.906)
H (-2.225, -0.923, 0.486)
H (-0.635, -0.865, 3.171)
H (-0.704, -2.139, 1.957)
H (-2.069, -1.731, 2.788)
H (-0.734, 1.384, 0.935)
H (-0.251, -1.854, -0.153)
H (3.738, 1.869, -3.966)
H (1.473, 1.770, -0.132)

***

3.
Below is a cluster of 2 separate species, C7H11N6 in total in a non-equilibrium geometry, with properties calculated with ωB97M-V/def2-TZVPD.

For the HOMO energy, the calculation gives -12.15 eV. The value obtained for the energy above the lowest of the compared OMol25 structures with the same formula, charge and spin is 60.5 kcal per mole. The charge is +1. The calculation puts the HOMO-LUMO gap at 9.3 eV.

Geometry (Å):
C (-2.329, -2.378, -0.108)
C (-2.489, -1.560, -1.250)
C (-1.069, -2.477, 0.459)
C (-1.439, -0.948, -1.982)
C (-0.157, -1.605, -0.023)
C (-0.308, -0.822, -1.192)
C (1.693, -0.370, -0.382)
N (-0.188, 3.068, 0.754)
N (0.430, 1.979, 0.247)
N (1.073, -1.315, 0.432)
N (0.874, -0.080, -1.382)
N (1.344, 1.457, 0.860)
N (1.744, 2.095, 2.000)
H (-3.143, -2.979, 0.254)
H (-3.454, -1.541, -1.709)
H (-0.784, -3.019, 1.269)
H (-1.641, -0.436, -2.889)
H (2.793, -0.092, -0.328)
H (-0.289, 3.741, -0.001)
H (1.590, -1.482, 1.254)
H (1.264, 0.451, -2.157)
H (2.644, 1.712, 2.189)
H (1.780, 3.099, 2.066)
H (0.061, 3.504, 1.619)

***

4.
Below is an isolated molecule of C7H11NO in a non-equilibrium geometry, with properties calculated with ωB97M-V/def2-TZVPD.

For the HOMO energy, the calculation gives -8.23 eV. As for the SMILES: CC(C)(O)c1cc[nH]c1. The value obtained for the energy above the lowest of the compared OMol25 structures with the same formula, charge and spin is 39.6 kcal per mole. The calculation puts the HOMO-LUMO gap at 9.2 eV.

Geometry (Å):
C (1.258, 1.470, -0.746)
C (0.008, 1.069, 0.061)
C (0.262, 1.302, 1.556)
O (-1.112, 1.834, -0.373)
C (-0.336, -0.351, -0.203)
C (0.412, -1.786, 0.606)
C (-0.250, -2.772, 0.002)
N (-1.162, -2.333, -0.925)
C (-1.194, -0.964, -1.022)
H (1.607, 2.456, -0.444)
H (2.054, 0.750, -0.584)
H (1.015, 1.490, -1.805)
H (-0.582, 0.937, 2.136)
H (0.395, 2.365, 1.752)
H (1.157, 0.775, 1.867)
H (-0.919, 2.764, -0.212)
H (1.164, -1.730, 1.355)
H (-0.149, -3.835, 0.154)
H (-1.752, -2.942, -1.465)
H (-1.878, -0.501, -1.711)

***

5.
Below is an isolated molecule of C7H11NO in a non-equilibrium geometry, with properties calculated with ωB97M-V/def2-TZVPD.

For the HOMO energy, the calculation gives -8.84 eV. As for the SMILES: C=C1C[C@]2(O)[C@H](C)N[C@H]12. The value obtained for the energy above the lowest of the compared OMol25 structures with the same formula, charge and spin is 90.3 kcal per mole. The calculation puts the HOMO-LUMO gap at 9.6 eV.

Geometry (Å):
C (-1.964, 0.294, 2.082)
C (-1.006, 0.032, 1.268)
C (0.409, 0.337, 1.250)
C (0.661, -0.516, -0.062)
O (1.752, -1.318, 0.078)
C (0.487, 0.103, -1.378)
C (1.113, 1.453, -1.631)
N (-0.977, 0.130, -1.296)
C (-0.946, -0.676, -0.051)
H (-1.605, 0.752, 3.020)
H (-3.024, 0.190, 1.824)
H (1.006, 0.006, 2.098)
H (0.659, 1.387, 1.052)
H (1.490, -1.770, 0.993)
H (0.904, -0.607, -2.091)
H (0.532, 2.011, -2.528)
H (2.166, 1.329, -1.869)
H (1.112, 2.228, -0.828)
H (-1.499, -0.378, -2.041)
H (-1.445, -1.673, -0.057)

***

6.
Below is an isolated molecule of C7H11NO in a non-equilibrium geometry, with properties calculated with ωB97M-V/def2-TZVPD.

For the HOMO energy (alpha / beta), the calculation gives -8.48 / -8.48 eV. The value obtained for the energy above the lowest of the compared OMol25 structures with the same formula, charge and spin is 106.3 kcal per mole. The calculation puts the HOMO-LUMO gap (alpha / beta) at 8.1 / 8.1 eV.

Geometry (Å):
C (-1.405, -0.545, -0.275)
C (-1.888, 0.705, 0.168)
C (-2.208, -1.640, -0.341)
C (0.023, -0.552, -0.619)
C (0.865, 0.520, 0.086)
C (2.125, 0.633, -0.877)
C (1.408, 0.067, 1.440)
N (-2.920, 1.277, 0.367)
O (0.088, 1.596, 0.208)
H (-2.057, -2.757, -0.650)
H (-3.335, -1.624, -0.006)
H (0.440, -1.487, -0.342)
H (0.125, -0.538, -1.732)
H (1.952, 0.903, -1.979)
H (2.719, -0.284, -0.853)
H (2.749, 1.429, -0.369)
H (1.838, 1.059, 1.802)
H (2.197, -0.627, 1.401)
H (0.589, -0.300, 2.091)
H (-3.305, 2.164, 0.478)

***

7.
Below is an isolated molecule of C7H11NO in a non-equilibrium geometry, with properties calculated with ωB97M-V/def2-TZVPD.

For the HOMO energy, the calculation gives -9.12 eV. As for the SMILES: [H]/N=C(\C)C(=O)CC(=C)C. The value obtained for the energy above the lowest of the compared OMol25 structures with the same formula, charge and spin is 73.9 kcal per mole. The calculation puts the HOMO-LUMO gap at 9.7 eV.

Geometry (Å):
H (-0.005, 2.468, -1.826)
N (-0.394, 1.587, -1.477)
C (-0.094, 1.405, -0.241)
C (0.997, 2.162, 0.461)
C (-1.156, 0.643, 0.723)
O (-1.133, 0.921, 1.914)
C (-1.688, -0.553, 0.098)
C (0.039, -1.203, 0.055)
C (0.848, -1.315, 1.109)
C (0.140, -2.081, -1.156)
H (0.924, 2.179, 1.546)
H (0.978, 3.209, 0.148)
H (1.963, 1.725, 0.201)
H (-2.435, -1.076, 0.693)
H (-1.914, -0.411, -0.956)
H (1.623, -2.076, 1.130)
H (0.829, -0.619, 1.940)
H (0.035, -1.483, -2.063)
H (-0.640, -2.847, -1.130)
H (1.084, -2.636, -1.168)

***

8.
Below is a structure of composition C7H11NO in a non-equilibrium geometry, with properties calculated with ωB97M-V/def2-TZVPD.

For the HOMO energy, the calculation gives -8.80 eV. The value obtained for the energy above the lowest of the compared OMol25 structures with the same formula, charge and spin is 204.2 kcal per mole. The calculation puts the HOMO-LUMO gap at 9.5 eV.

Geometry (Å):
C (1.762, -0.297, -0.019)
C (0.694, -1.504, -0.153)
C (-0.961, -1.470, -0.048)
C (-1.893, 0.043, -0.179)
C (-0.646, 0.871, -0.199)
C (0.201, 1.991, -0.629)
C (1.189, 1.020, 0.511)
H (0.994, -2.336, -0.990)
H (0.908, -1.894, 0.947)
H (-1.586, -2.152, -0.775)
H (-1.252, -1.765, 1.071)
H (-2.472, 0.008, -1.092)
H (-2.398, 0.146, 0.938)
H (0.035, 0.267, -0.926)
H (0.118, 3.085, -0.579)
H (0.725, 2.022, -1.697)
H (1.646, 1.846, 1.178)
H (-0.108, -0.201, 1.708)
N (0.093, 0.739, 1.184)
O (2.951, -0.418, -0.252)

***

9.
Below is a cluster of 2 separate species, C7H11NO2 in total in a non-equilibrium geometry, with properties calculated with ωB97M-V/def2-TZVPD.

For the HOMO energy, the calculation gives -7.64 eV. As for the SMILES: C=C(/C=C\N)C(=O)O.C=C. The value obtained for the energy above the lowest of the compared OMol25 structures with the same formula, charge and spin is 81.6 kcal per mole. The calculation puts the HOMO-LUMO gap at 8.1 eV.

Geometry (Å):
C (-1.921, -1.992, -0.577)
C (-1.469, -0.781, -0.220)
C (-0.092, -0.634, 0.254)
C (0.320, 0.014, 1.406)
N (0.071, 1.251, 1.857)
C (-2.340, 0.430, -0.312)
O (-1.963, 1.546, -0.048)
O (-3.557, 0.293, -0.863)
H (-1.267, -2.848, -0.575)
H (-2.910, -2.205, -0.953)
H (0.509, -1.504, 0.020)
H (1.119, -0.486, 1.954)
H (-0.459, 1.870, 1.259)
H (0.662, 1.669, 2.553)
H (-3.752, -0.621, -1.115)
C (2.311, 1.070, -0.667)
C (3.393, 0.356, -0.934)
H (1.219, 0.502, -0.814)
H (2.411, 2.018, -0.152)
H (4.394, 0.653, -0.640)
H (3.320, -0.599, -1.434)

***

10.
Below is a structure of composition C7H11NO2S in a non-equilibrium geometry, with properties calculated with ωB97M-V/def2-TZVPD.

For the HOMO energy (alpha / beta), the calculation gives -8.75 / -8.75 eV. The value obtained for the energy above the lowest of the compared OMol25 structures with the same formula, charge and spin is 119.3 kcal per mole. The calculation puts the HOMO-LUMO gap (alpha / beta) at 8.0 / 8.0 eV.

Geometry (Å):
C (-1.428, 2.608, 1.154)
C (-1.270, 2.595, 2.582)
C (-0.848, 1.615, 0.437)
C (-0.581, 1.649, 3.235)
C (1.520, -1.426, -1.914)
C (-0.909, -1.244, -1.189)
C (0.437, -0.481, -1.265)
N (-0.208, 0.596, 0.988)
O (-1.189, -0.891, 2.803)
O (1.024, -0.112, -0.066)
S (-0.116, 0.044, 2.535)
H (-2.029, 3.391, 0.844)
H (-1.547, 3.403, 3.333)
H (-0.886, 1.565, -0.733)
H (-0.299, 1.680, 4.191)
H (1.140, -1.603, -2.992)
H (2.414, -0.837, -2.120)
H (1.688, -2.362, -1.179)
H (-1.493, -1.407, -2.133)
H (-1.565, -0.715, -0.455)
H (-0.864, -2.253, -0.744)
H (0.278, 0.358, -2.088)

***

11.
Below is an isolated molecule of C7H11NO3 in a non-equilibrium geometry, with properties calculated with ωB97M-V/def2-TZVPD.

For the HOMO energy, the calculation gives -9.11 eV. As for the SMILES: CC/C(O)=C(/C=O)NC(C)=O. The value obtained for the energy above the lowest of the compared OMol25 structures with the same formula, charge and spin is 52.2 kcal per mole. The calculation puts the HOMO-LUMO gap at 9.7 eV.

Geometry (Å):
C (-1.572, 1.013, 0.151)
C (-0.417, 1.069, 1.043)
C (0.856, 1.507, 0.362)
O (1.326, 2.788, 0.550)
C (1.645, 0.731, -0.412)
C (3.002, 1.101, -0.749)
O (3.478, 2.212, -0.650)
N (1.252, -0.600, -0.668)
C (1.388, -1.572, 0.275)
C (1.357, -3.008, -0.286)
O (1.494, -1.309, 1.432)
H (-1.366, 0.456, -0.769)
H (-2.426, 0.725, 0.725)
H (-1.745, 2.014, -0.122)
H (-0.744, 1.822, 1.801)
H (-0.003, 0.081, 1.514)
H (0.853, 3.236, 1.314)
H (3.701, 0.118, -1.040)
H (1.218, -0.861, -1.713)
H (0.565, -3.135, -0.981)
H (1.358, -3.742, 0.437)
H (2.206, -2.905, -0.954)

***

12.
Below is an isolated molecule of C7H11NO3 in a non-equilibrium geometry, with properties calculated with ωB97M-V/def2-TZVPD.

For the HOMO energy (alpha / beta), the calculation gives -7.81 / -8.66 eV. The value obtained for the energy above the lowest of the compared OMol25 structures with the same formula, charge and spin is 110.7 kcal per mole. The calculation puts the HOMO-LUMO gap (alpha / beta) at 6.5 / 7.7 eV.

Geometry (Å):
C (0.481, -1.196, -0.619)
C (0.508, 2.121, 1.053)
C (-0.875, -0.943, -1.073)
C (0.186, 0.820, 0.632)
C (-0.653, 2.887, 1.785)
C (2.436, 0.110, -0.171)
C (-1.188, -3.098, -1.750)
N (0.995, 0.003, -0.040)
O (1.199, -2.209, -0.659)
O (1.533, 2.825, 0.848)
O (-1.549, -1.758, -1.928)
H (-1.173, 0.102, -1.082)
H (-0.746, 0.245, 0.870)
H (-1.475, 3.093, 1.028)
H (-0.476, 3.836, 2.344)
H (-1.118, 2.377, 2.619)
H (2.922, 1.056, -0.025)
H (2.887, -0.481, 0.600)
H (2.787, -0.228, -1.156)
H (-2.141, -3.583, -2.196)
H (-0.906, -3.337, -0.696)
H (-0.313, -3.262, -2.478)

***

What did the twelfth record say?
Below is an isolated molecule of C7H11NO3 in a non-equilibrium geometry, with properties calculated with ωB97M-V/def2-TZVPD.

For the HOMO energy (alpha / beta), the calculation gives -7.81 / -8.66 eV. The value obtained for the energy above the lowest of the compared OMol25 structures with the same formula, charge and spin is 110.7 kcal per mole. The calculation puts the HOMO-LUMO gap (alpha / beta) at 6.5 / 7.7 eV.

Geometry (Å):
C (0.481, -1.196, -0.619)
C (0.508, 2.121, 1.053)
C (-0.875, -0.943, -1.073)
C (0.186, 0.820, 0.632)
C (-0.653, 2.887, 1.785)
C (2.436, 0.110, -0.171)
C (-1.188, -3.098, -1.750)
N (0.995, 0.003, -0.040)
O (1.199, -2.209, -0.659)
O (1.533, 2.825, 0.848)
O (-1.549, -1.758, -1.928)
H (-1.173, 0.102, -1.082)
H (-0.746, 0.245, 0.870)
H (-1.475, 3.093, 1.028)
H (-0.476, 3.836, 2.344)
H (-1.118, 2.377, 2.619)
H (2.922, 1.056, -0.025)
H (2.887, -0.481, 0.600)
H (2.787, -0.228, -1.156)
H (-2.141, -3.583, -2.196)
H (-0.906, -3.337, -0.696)
H (-0.313, -3.262, -2.478)

***

- Which formula does entry 12 have?
  C7H11NO3

***

- Which value of energy above the lowest of the compared OMol25 structures with the same formula, charge and spin does entry 7 give?
  73.9 kcal per mole